Entry 1:
The following is a quantum chemistry calculation of C10H14O2Si in the gas phase in a non-equilibrium geometry, from OMol25.

Results
- HOMO-LUMO gap (eV) = 9.249
- electronic energy (eV) = -22571.168
- relative energy (zero: lowest compared OMol25 entry of this formula, charge and spin) (eV) = 1.680
- charge = 0
- structure (SMILES) = C[Si](C)(C)Oc1ccccc1C=O
- LUMO level (eV) = 0.0
- strongest force on any atom (eV/Å) = 1.991

Cartesian coordinates (Å):
O (-1.54057, -1.63740, -3.05567)
O (1.21025, -0.39976, -0.25936)
C (-0.73954, -1.37741, -2.18668)
C (-1.08600, -2.12651, 2.00179)
C (-2.10117, -2.48532, 1.11894)
C (0.02025, -1.43955, 1.51622)
C (-2.00020, -2.21056, -0.24647)
C (0.13060, -1.12756, 0.14411)
C (-0.87645, -1.56503, -0.76640)
C (-0.43653, 1.70793, -1.25236)
C (0.72365, 1.68391, 1.62921)
C (2.65792, 2.13832, -0.74716)
Si (1.04104, 1.27100, -0.19581)
H (0.24756, -1.01882, -2.52371)
H (-1.15377, -2.41130, 3.05022)
H (-2.91107, -3.12099, 1.48819)
H (0.83521, -1.15399, 2.14870)
H (-2.78882, -2.52568, -0.91810)
H (-1.25678, 1.00213, -1.22716)
H (-0.77547, 2.69346, -0.94757)
H (-0.12023, 1.74920, -2.29813)
H (1.51525, 2.36392, 2.05463)
H (-0.25718, 2.15444, 1.78263)
H (0.76514, 0.82772, 2.25038)
H (2.43657, 3.17502, -1.05484)
H (3.11368, 1.65401, -1.59972)
H (3.34666, 2.17880, 0.09412)

natural (NBO) atomic charge list, values in e, 4 entries: number 1, O, carries -0.53; number 2, O, carries -0.86; number 3, C, carries 0.41; number 4, C, carries -0.17



Entry 2:
The following is a quantum chemistry calculation of a molecular structure, C18H29F7GaO8 in a non-equilibrium geometry, from OMol25.

Results
- HOMO-LUMO gap (eV) = 6.740
- electronic energy (eV) = -106916.523
- charge = -1
- LUMO level (eV) = 2.3
- strongest force on any atom (eV/Å) = 1.972

Cartesian coordinates (Å):
C (-1.00095, 3.84802, 1.44568)
C (0.25896, 3.84618, 0.59557)
C (0.25379, 2.86566, -0.58253)
C (-1.04250, 2.88058, -1.41028)
Ga (0.69556, 0.92961, -0.08141)
C (-0.44873, 0.16350, 1.44781)
C (-1.96754, 0.32966, 1.29076)
C (-2.65487, -0.55921, 0.24693)
C (-2.13727, -1.97103, 0.12382)
F (-2.01249, -2.55037, 1.31436)
F (-0.97625, -2.05378, -0.49157)
C (-3.08498, -2.81982, -0.74780)
F (-2.72730, -4.06829, -0.79266)
F (-4.33929, -2.78208, -0.33066)
F (-3.07556, -2.33380, -1.96562)
O (2.51284, 0.68768, 0.44765)
C (3.12495, -0.36658, -0.19485)
C (4.54254, -0.59628, 0.32999)
C (4.88041, -2.05050, 0.56106)
O (5.55834, -0.05423, -0.51473)
H (-1.91309, 3.81518, 0.85566)
H (-1.04827, 3.00570, 2.12702)
H (-1.06288, 4.75036, 2.05001)
H (0.36694, 4.85774, 0.18223)
H (1.12310, 3.70444, 1.23675)
H (1.04752, 3.18842, -1.25450)
H (-1.56790, 3.83823, -1.38170)
H (-1.72731, 2.08509, -1.12706)
H (-0.77285, 2.66064, -2.43809)
H (0.49895, 0.04644, -1.42940)
H (-0.15669, 0.72214, 2.34060)
H (-0.15926, -0.86066, 1.65597)
H (-2.45224, 0.23758, 2.26077)
H (-2.14173, 1.35497, 0.98212)
H (-3.69769, -0.64645, 0.53964)
H (-2.66768, -0.11676, -0.74099)
H (2.56348, -1.30085, -0.06389)
H (3.21507, -0.18128, -1.27706)
H (4.60118, -0.09195, 1.29812)
H (5.94816, -2.15323, 0.73704)
H (4.63555, -2.67569, -0.29471)
H (4.36283, -2.42925, 1.43897)
H (5.16551, 0.64003, -1.06003)
C (-3.59910, -4.30433, -4.49954)
C (-4.27739, -4.12789, -5.83452)
O (-3.25205, -4.46402, -6.75009)
C (-2.42907, -5.35517, -6.11496)
O (-1.62996, -6.03817, -6.66113)
O (-2.66704, -5.35596, -4.77914)
F (-4.65481, -2.84317, -6.04427)
H (-3.05853, -3.40999, -4.19147)
H (-4.28632, -4.59288, -3.70802)
H (-5.13565, -4.78296, -5.99721)
C (2.86636, 2.00136, 5.21901)
C (3.19924, 3.14961, 4.29877)
O (1.93191, 3.50421, 3.78204)
C (1.00431, 3.17331, 4.72772)
O (-0.11553, 3.55629, 4.73312)
O (1.54941, 2.34446, 5.66178)
F (4.00435, 2.76452, 3.28443)
H (2.83757, 1.05033, 4.68548)
H (3.55005, 1.91964, 6.06118)
H (3.64193, 4.01501, 4.79784)

natural (NBO) atomic charge list, values in e, 4 entries: number 1, C, carries -0.61; number 2, C, carries -0.40; number 3, C, carries -0.68; number 4, C, carries -0.61



Entry 3:
The following is a quantum chemistry calculation of a molecular structure, C35H45N10NaO4S, from OMol25.

Results
- HOMO-LUMO gap (eV) = 5.803
- electronic energy (eV) = -75369.027
- relative energy (zero: lowest compared OMol25 entry of this formula, charge and spin) (eV) = 0.000
- charge = 0
- LUMO level (eV) = -0.3
- strongest force on any atom (eV/Å) = 0.525

Cartesian coordinates (Å):
Na (-0.02212, -0.62636, -0.25589)
C (2.04405, 3.21941, -6.42475)
C (1.61049, 2.21071, -5.40300)
C (1.47304, 0.89524, -5.66705)
C (1.00888, -0.05319, -4.68524)
C (1.06352, -1.37394, -5.08931)
N (0.52024, -2.48850, -4.59168)
C (-0.75667, -2.60956, -3.89612)
C (-1.90447, -2.26693, -4.84543)
C (-3.26543, -2.48692, -4.20711)
N (-3.45621, -1.59320, -3.08843)
C (-4.60516, -1.07875, -2.71233)
C (-4.74659, -0.29677, -1.56916)
C (-6.04020, 0.15770, -1.18580)
C (-6.23786, 0.85383, -0.03761)
C (-7.59228, 1.31266, 0.41853)
C (-5.08812, 1.14487, 0.75052)
C (-3.81330, 0.77777, 0.43180)
C (-2.72877, 1.19699, 1.32821)
N (-1.50235, 1.18375, 1.03288)
C (-0.58280, 1.67012, 2.04311)
C (0.23380, 2.84299, 1.50845)
C (1.40266, 2.46523, 0.60503)
N (1.02208, 1.72990, -0.59120)
C (1.13245, 2.35640, -1.67919)
C (1.03352, 1.79360, -3.03690)
C (1.40632, 2.62081, -4.04706)
C (0.71808, 0.38064, -3.31290)
O (0.33428, -0.38699, -2.42711)
C (-3.57812, -0.02339, -0.75458)
O (-2.44902, -0.47907, -1.05766)
H (2.19264, 2.75292, -7.39818)
H (2.98086, 3.69966, -6.13497)
H (1.29972, 4.00961, -6.54325)
H (1.68923, 0.52343, -6.66365)
H (1.66621, -1.56626, -5.97435)
H (0.82376, -3.33445, -5.04636)
H (-0.73464, -1.98042, -3.00864)
H (-0.83401, -3.64877, -3.56871)
H (-1.83356, -2.89228, -5.73974)
H (-1.81785, -1.22615, -5.16767)
H (-3.34319, -3.52925, -3.86791)
H (-4.06597, -2.32272, -4.93218)
H (-2.69266, -1.34068, -2.42034)
H (-5.47557, -1.29529, -3.33011)
H (-6.88121, -0.07803, -1.83186)
H (-8.35971, 1.04751, -0.30833)
H (-7.62392, 2.39497, 0.55876)
H (-7.86301, 0.85446, 1.37204)
H (-5.23296, 1.70875, 1.66839)
H (-3.07036, 1.56544, 2.30742)
H (0.08466, 0.84384, 2.30285)
H (-1.12157, 1.97069, 2.95381)
H (0.65322, 3.38775, 2.35914)
H (-0.43338, 3.53663, 0.98718)
H (2.08785, 1.82204, 1.16267)
H (1.95636, 3.37763, 0.33887)
H (1.44634, 3.41256, -1.68320)
H (1.63052, 3.65480, -3.79848)
O (1.27326, -1.05342, 1.41248)
N (2.42158, -0.65808, 1.90485)
C (2.46347, -0.41468, 3.23753)
C (3.59432, 0.02197, 3.87100)
C (4.74369, 0.21557, 3.09656)
C (4.69556, -0.04337, 1.75379)
C (3.52708, -0.49981, 1.09546)
S (3.45342, -0.83283, -0.56034)
H (1.51648, -0.59715, 3.72419)
H (3.57366, 0.20446, 4.93507)
H (5.66307, 0.56308, 3.54996)
H (5.56562, 0.09239, 1.12745)
N (-3.04242, -3.67456, -0.37647)
C (-4.25234, -3.33022, 0.08452)
N (-5.33984, -3.85600, -0.56173)
N (-4.49690, -2.57663, 1.12453)
C (-3.44444, -2.18850, 1.83900)
N (-2.57351, -1.82676, 2.50881)
H (-2.96582, -4.31979, -1.14161)
H (-2.18046, -3.20308, -0.09386)
H (-5.25960, -4.06090, -1.54216)
H (-6.21786, -3.46503, -0.26158)
C (1.98149, -3.72327, -1.67855)
N (1.70282, -4.00110, -0.28332)
C (2.78568, -4.61729, 0.45513)
C (0.55888, -3.57252, 0.26904)
C (0.28887, -3.88195, 1.71781)
O (-0.29610, -2.97935, -0.41355)
H (1.79052, -4.61221, -2.29239)
H (3.02541, -3.43045, -1.77844)
H (1.36656, -2.89567, -2.01190)
H (3.68061, -3.99972, 0.35078)
H (2.99351, -5.61859, 0.06761)
H (2.54656, -4.69581, 1.50900)
H (0.29713, -4.95923, 1.89603)
H (-0.68012, -3.46716, 1.98177)
H (1.03660, -3.40436, 2.34633)

Mulliken atomic charge list, values in e, 4 entries: number 1, Na, carries 0.48; number 2, C, carries -1.69; number 3, C, carries 0.12; number 4, C, carries -0.60